# 1
A structure of composition C26H35F5IrN3O2Te. Source: OMol25; level of theory: wB97M-V/def2-TZVPD.

Structure (XYZ):
```
73
Properties=species:S:1:pos:R:3:mulliken_charge:R:1
Ir 0.9702 0.9131 -1.6038 2.2496
C -1.0635 0.1315 5.0445 -1.5879
C 0.4485 -0.0220 4.7809 1.8098
C 0.9262 -1.4003 5.2569 -1.5643
C 1.1641 1.0657 5.5874 -2.0284
C 0.6982 0.1030 3.2913 0.4327
C 1.6886 0.9402 2.7742 -0.6208
C 1.7946 1.1017 1.4059 -0.8439
N 0.9985 0.4610 0.5598 -0.2960
C 0.1158 -0.4430 1.0096 -0.2066
C -0.0632 -0.6210 2.3684 0.0713
C -0.5677 -1.2029 -0.0399 -0.2884
C -1.2961 -2.3559 0.1912 0.2452
C -1.8415 -3.0846 -0.8666 0.2853
C -1.5600 -2.6200 -2.1568 -0.7081
C -0.8411 -1.4594 -2.3250 -0.7036
N -0.3821 -0.7512 -1.2883 -0.8791
C -2.7040 -4.3104 -0.6712 1.8480
C -4.0669 -4.0219 -1.3403 -1.5414
C -2.9510 -4.6303 0.8028 -2.0977
C -2.0529 -5.5225 -1.3550 -1.5611
H -1.2495 0.0804 6.1154 0.4653
H -1.6424 -0.6623 4.5725 0.3561
H -1.4300 1.0918 4.6800 0.3832
H 0.7718 -1.4870 6.3313 0.4495
H 1.9905 -1.5357 5.0606 0.3900
H 0.3867 -2.2094 4.7628 0.3454
H 0.8424 1.0228 6.6263 0.4277
H 0.9310 2.0642 5.2148 0.4759
H 2.2451 0.9173 5.5918 0.4057
H 2.3766 1.4674 3.4158 0.5185
H 2.5450 1.7574 0.9818 0.5950
H -0.8135 -1.3146 2.7163 0.4606
H -1.4192 -2.7044 1.2045 0.5565
H -1.8996 -3.1594 -3.0278 0.5049
H -0.6193 -1.0893 -3.3179 0.5142
H -4.5333 -3.1415 -0.8964 0.3708
H -4.7276 -4.8741 -1.1909 0.4596
H -3.9636 -3.8617 -2.4127 0.3717
H -3.4178 -3.7917 1.3218 0.4630
H -2.0258 -4.9081 1.3108 0.4314
H -3.6284 -5.4782 0.8808 0.4128
H -1.9213 -5.3725 -2.4264 0.3385
H -2.6864 -6.3972 -1.2169 0.4615
H -1.0752 -5.7367 -0.9210 0.3864
O 1.9059 1.2208 -3.6981 -0.4816
C 2.0101 2.6020 -4.1087 -0.5416
C 0.6561 3.1173 -4.5773 -0.7092
C -0.5242 2.6851 -3.7021 -0.4316
C -0.6296 3.4094 -2.3993 0.7735
C -1.2303 4.6570 -2.3001 -0.7566
C -1.3771 5.2485 -1.0579 -0.4538
C -0.9184 4.5760 0.0690 -0.9089
C -0.2938 3.3607 -0.0956 0.0680
N -0.1600 2.7903 -1.3007 -0.2465
H 2.7953 0.8140 -3.7564 0.3916
H 2.7152 2.6744 -4.9380 0.5247
H 2.4208 3.1992 -3.2890 0.2904
H 0.4686 2.7310 -5.5796 0.4235
H 0.7104 4.2049 -4.6315 0.3852
H -0.4533 1.6110 -3.4961 -0.4256
H -1.4403 2.8468 -4.2700 0.5995
H -1.5962 5.1447 -3.1931 0.5043
H -1.8560 6.2130 -0.9592 0.4578
H -1.0373 4.9936 1.0572 0.4831
H 0.1068 2.8185 0.7484 0.4133
F 6.4666 1.2565 -1.9504 -0.3410
Te 4.7105 0.8271 -1.5760 1.9863
F 5.2883 -0.9226 -1.3469 -0.3823
F 5.0227 1.3358 0.1989 -0.3878
F 4.5008 0.6208 -3.4685 -0.5622
F 4.2825 2.6423 -1.9342 -0.4529
O 3.0050 0.3739 -1.2483 -0.7785
```

Output
- LUMO (spin up / spin down) (eV) = -8.370 / -8.311
- total charge = +2
- E_HOMO (spin up / spin down) (eV) = -15.56 / -15.56

# 2
The molecule C10H7N5O. Source: OMol25; level of theory: wB97M-V/def2-TZVPD.

Structure (XYZ):
```
23
Properties=species:S:1:pos:R:3:mulliken_charge:R:1
O -1.1312 2.2695 1.0149 -0.5426
N 2.2311 1.8117 -2.4246 -0.6373
N 1.2373 2.9589 -0.6728 -0.3948
N 1.1842 0.5460 -0.6846 -0.3720
C -1.0043 1.0864 0.8054 0.0758
C 1.6338 1.7611 -1.2301 0.3245
C 1.8059 3.8848 -1.4074 -0.0182
C 0.0784 0.3662 0.0966 0.6966
C -0.3672 -3.5146 0.3398 -0.5162
C -1.4538 -3.5191 1.2556 -0.5565
C 0.2415 -2.2295 -0.0927 -0.1874
C -2.0121 -2.2901 1.6434 -0.5589
C -0.2995 -1.0628 0.3898 0.4743
C -1.4746 -1.0736 1.2238 -0.3128
N 2.4097 3.1655 -2.4001 0.1210
N -1.8585 0.1899 1.4806 -0.0474
H 1.7418 4.9774 -1.3072 0.3862
H 0.2262 -4.4489 0.0072 0.2583
H -1.7874 -4.5091 1.4537 0.4106
H 1.1358 -2.2162 -0.6392 0.5124
H -2.8261 -2.3668 2.3456 0.3545
H 3.0733 3.7453 -3.0485 0.2620
H -2.7844 0.4681 1.8508 0.2678
```

Output
- LUMO (eV) = -1.148
- structure (SMILES) = O=C1Nc2ccccc2/C1=N/c1nc[nH]n1
- E_HOMO (eV) = -8.20

# 3
A structure of composition C11H20N2O3. Source: OMol25; level of theory: wB97M-V/def2-TZVPD.

Structure (XYZ):
```
36
Properties=species:S:1:pos:R:3:mulliken_charge:R:1
C 1.0981 -2.0598 3.5628 -1.7729
H 0.2429 -2.5623 3.3667 0.4312
C 1.1499 -0.8148 2.4180 -0.5647
H 2.0578 -0.1861 2.8041 0.3089
C 1.4760 -1.1842 1.2036 0.0299
C 1.6172 -0.1665 0.3197 -0.1031
C 1.6778 -0.6489 -1.0568 -1.8738
H 2.1203 0.3069 -1.9359 0.2693
C 0.6210 -1.3115 -1.7832 0.5123
C -0.7565 -0.3991 -1.8340 0.0161
O -1.8670 -1.0814 -2.0757 -0.7463
N -0.4353 0.8002 -2.0657 -0.1049
H 0.3638 1.5337 -1.5842 0.4424
N -1.7445 1.6755 -2.0951 -0.3782
C -1.5589 2.8949 -1.2761 0.4668
O -0.7393 3.1980 -0.6623 -0.3212
O -2.9419 3.4934 -1.0623 -0.3117
C -2.9958 4.6297 -0.4589 -0.7078
H -2.5771 4.6338 0.3224 0.4436
H -4.0873 4.8590 -0.5336 0.1957
H -2.2507 5.4097 -1.0872 0.1987
H -2.6327 0.9949 -2.1716 0.3843
C 0.1720 -2.5834 -0.9271 -1.3581
C -0.0371 -2.2073 0.6418 -2.1095
H -0.5769 -1.3735 0.4758 0.5026
H -0.1527 -2.8832 1.1680 1.2737
H -0.6839 -2.8830 -1.0199 0.9419
H 1.0374 -3.2571 -1.1011 0.3721
H 0.6454 -1.7538 -2.6748 0.6664
H 2.5277 -1.2540 -1.2875 0.7877
H 0.8439 0.5540 0.2061 0.0631
H 2.6752 0.3844 0.5228 0.2004
H 2.1518 -2.0503 0.9883 0.3312
H 0.3445 -0.2612 2.7940 0.4824
H 2.1005 -2.6805 3.5043 0.2404
H 1.1143 -1.7662 4.3944 0.7912
```

Output
- LUMO (eV) = 0.502
- E_HOMO (eV) = -8.72

# 4
A cluster of 3 separate species, C4H10O2 in total. Source: OMol25; level of theory: wB97M-V/def2-TZVPD.

Structure (XYZ):
```
16
Properties=species:S:1:pos:R:3:mulliken_charge:R:1
C -1.2529 0.7370 0.2076 -0.1023
O -0.4163 -1.2551 1.8932 -0.8110
C -0.0456 1.2593 -0.8605 0.1505
C -1.6793 0.9697 -1.1491 -0.4919
C 2.1920 -1.6025 0.6072 -0.8214
O 0.7633 0.4913 -1.3387 -0.4105
H 3.0919 -1.9748 0.1272 0.3151
H -1.0677 -0.2766 0.6799 0.1819
H -1.4276 1.4177 1.0471 0.2729
H 0.2911 2.2740 -0.6243 0.4120
H -2.2371 1.8542 -1.3876 0.2866
H -1.5865 0.2263 -1.9277 0.2936
H 1.4623 -2.2921 1.0368 0.2586
H 2.2883 -0.8055 1.3479 0.2503
H 1.5111 -1.1197 -0.0929 0.0140
H -0.9245 -1.0815 2.7009 0.2016
```

Output
- LUMO (eV) = -3.188
- E_HOMO (eV) = -8.20

no.,maximum force (eV/A),molecular weight (u)
1,4.631,836.39
2,6.393,213.20
3,19.732,228.29
4,2.744,90.12